# 1
Here is 2 unconnected molecules or ions with the total composition C3H9O3 from the OMol25 dataset. Energies are from ωB97M-V/def2-TZVPD.

XYZ file:
```
15
C3H9O3 (ωB97M-V/def2-TZVPD)
C 0.43 0.14 0.85
O 1.21 1.12 0.36
C 0.04 -0.99 -0.16
C -1.38 -1.46 0.10
O -1.72 -2.71 -0.59
H 0.88 -0.43 1.69
H -0.53 0.54 1.26
H 0.69 -1.88 -0.05
H 0.15 -0.67 -1.19
H -1.48 -1.64 1.17
H -2.10 -0.73 -0.21
H -1.74 -3.39 0.09
H 2.05 3.29 -1.09
H 1.03 2.72 -0.13
O 1.26 3.58 -0.62
```

Properties
- Net charge: -1
- Energy above the lowest of the compared OMol25 structures with the same formula, charge and spin: 45.6 kJ/mol
- Highest occupied orbital energy: -3.0740 eV

Atom charges from the Mulliken analysis, given in e for atoms 1 to 5: atom 1 (C): -0.50, atom 2 (O): -0.90, atom 3 (C): -0.24, atom 4 (C): -0.55, atom 5 (O): -0.53

---

# 2
Here is 2 unconnected molecules or ions with the total composition C3H9O3 in a non-equilibrium geometry from the OMol25 dataset. Energies are from ωB97M-V/def2-TZVPD.

XYZ file:
```
15
C3H9O3 (ωB97M-V/def2-TZVPD)
C 0.19 -0.63 0.57
C 0.45 -1.24 -0.82
O 0.24 -0.29 -1.85
C -1.25 0.03 0.74
O -1.54 0.09 2.06
H 0.99 0.05 0.82
H 0.12 -1.47 1.27
H 1.42 -1.75 -0.86
H -0.28 -2.07 -0.93
H 1.00 -0.32 -2.46
H -1.11 1.14 0.46
H -2.08 -0.49 0.17
H 0.64 2.37 1.06
H 0.37 1.96 -0.39
O 0.84 2.61 0.14
```

Properties
- Net charge: -1
- Energy above the lowest of the compared OMol25 structures with the same formula, charge and spin: 137.9 kJ/mol
- Highest occupied orbital energy: -2.0852 eV

Atom charges from the Mulliken analysis, given in e for atoms 1 to 5: atom 1 (C): -0.52, atom 2 (C): -0.44, atom 3 (O): -0.51, atom 4 (C): -0.26, atom 5 (O): -0.91